Record 1
82
Properties=species:S:1:pos:R:3 method="wB97M-V/def2-TZVPD" e_above_lowest_ev=5.0798
O -8.35 2.44 12.27
C -8.55 3.62 12.61
O -7.59 4.27 13.32
C -8.19 5.55 13.59
C -9.71 5.42 13.53
C -9.93 4.36 12.51
H -7.84 6.29 12.88
H -8.00 5.84 14.63
H -10.34 6.29 13.33
H -10.05 5.07 14.51
H -10.22 4.71 11.52
H -10.69 3.63 12.76
O -11.25 6.17 20.62
C -11.94 5.30 21.09
O -13.17 5.73 21.70
C -13.73 4.59 22.47
C -13.30 3.43 21.62
C -11.83 3.81 21.13
H -14.78 4.60 22.73
H -13.28 4.62 23.46
H -14.02 3.27 20.82
H -13.40 2.58 22.29
H -11.63 3.45 20.12
H -11.00 3.49 21.77
O -14.66 -1.76 23.16
C -13.83 -2.64 23.00
O -14.05 -4.00 23.26
C -12.96 -4.88 23.20
C -11.75 -3.91 23.15
C -12.33 -2.54 22.58
H -12.86 -5.41 22.26
H -12.85 -5.52 24.07
H -11.06 -4.35 22.43
H -11.31 -3.65 24.12
H -12.36 -2.40 21.50
H -11.77 -1.75 23.09
O -2.04 -0.58 18.34
C -1.98 0.22 17.40
O -2.34 1.50 17.55
C -2.09 2.32 16.31
C -1.13 1.48 15.48
C -1.64 0.04 15.91
H -1.76 3.30 16.66
H -3.04 2.24 15.79
H -0.07 1.53 15.72
H -1.34 1.73 14.44
H -0.79 -0.63 15.79
H -2.61 -0.19 15.48
O -5.61 -2.67 24.29
C -4.41 -2.87 23.87
O -3.59 -3.76 24.41
C -2.31 -4.03 23.83
C -2.49 -3.15 22.55
C -3.58 -2.16 22.82
H -2.09 -5.06 23.53
H -1.51 -3.79 24.53
H -2.68 -3.88 21.76
H -1.54 -2.69 22.27
H -4.27 -1.90 22.01
H -3.30 -1.32 23.44
O -8.20 0.50 19.79
C -7.98 -0.03 18.72
O -7.84 0.69 17.56
C -7.19 -0.16 16.60
C -6.84 -1.49 17.37
C -7.85 -1.52 18.52
H -6.34 0.43 16.24
H -7.74 -0.27 15.67
H -5.80 -1.62 17.69
H -7.07 -2.31 16.69
H -7.36 -2.09 19.31
H -8.89 -1.73 18.26
C -12.93 -6.53 17.00
Br -12.48 -7.41 15.30
Br -12.28 -4.62 17.14
Br -12.38 -7.68 18.57
H -14.01 -6.55 17.08
C -5.92 -6.13 12.29
Br -7.51 -5.61 13.31
Br -6.26 -7.44 10.89
Br -4.46 -6.58 13.56
H -5.64 -5.21 11.77

***

Record 2
82
Properties=species:S:1:pos:R:3 method="wB97M-V/def2-TZVPD" total_charge=-2 e_above_lowest_ev=0.0000
Au -0.98 0.69 1.78
N -4.12 0.44 -0.06
C -3.92 1.31 0.97
N -4.86 2.21 1.27
N -4.32 2.95 2.26
N -3.15 2.52 2.56
N -2.85 1.48 1.75
C -3.57 -0.82 -0.32
N -3.61 -1.32 -1.56
N -3.01 -2.52 -1.43
N -2.63 -2.69 -0.21
N -2.97 -1.62 0.54
H -4.86 0.71 -0.69
N -0.85 0.50 -1.52
S -1.10 1.33 -2.81
C -1.27 0.25 -4.25
C -1.37 -1.12 -4.05
C -1.48 -1.96 -5.14
C -1.48 -1.45 -6.43
C -1.37 -0.07 -6.63
C -1.27 0.78 -5.54
C -2.79 1.97 -2.82
C -3.85 1.32 -3.43
C -5.14 1.81 -3.23
C -5.36 2.90 -2.40
C -4.29 3.52 -1.77
C -3.00 3.06 -1.99
H -1.60 -0.18 -1.36
H -1.39 -1.51 -3.03
H -1.59 -3.03 -4.98
H -1.57 -2.11 -7.28
H -1.38 0.33 -7.63
H -1.20 1.85 -5.68
H -3.70 0.42 -4.01
H -5.98 1.29 -3.68
H -6.37 3.24 -2.21
H -4.46 4.33 -1.07
H -2.16 3.51 -1.47
C 2.77 2.58 1.08
C 3.50 1.34 0.57
C 4.95 1.68 0.25
C 2.80 0.79 -0.67
O 3.55 0.37 1.61
Si 2.31 -0.65 2.05
O 0.91 0.04 1.93
O 2.72 -1.14 3.58
C 2.90 -0.33 4.73
C 2.00 0.90 4.73
C 4.37 0.10 4.80
C 2.56 -1.22 5.93
O 2.51 -2.01 1.15
C 1.48 -2.92 0.73
C 0.74 -2.33 -0.46
C 0.50 -3.21 1.87
C 2.20 -4.20 0.33
H 2.76 3.36 0.32
H 3.27 2.97 1.98
H 1.74 2.32 1.34
H 5.01 2.45 -0.52
H 5.47 0.78 -0.10
H 5.46 2.04 1.15
H 2.87 1.52 -1.49
H 1.74 0.60 -0.48
H 3.27 -0.14 -0.98
H 2.25 1.56 3.90
H 2.12 1.45 5.66
H 0.95 0.61 4.61
H 4.62 0.68 3.91
H 5.01 -0.79 4.82
H 4.56 0.69 5.69
H 1.52 -1.52 5.87
H 2.72 -0.68 6.87
H 3.19 -2.11 5.92
H 0.27 -1.38 -0.18
H -0.05 -3.00 -0.81
H 1.44 -2.13 -1.27
H -0.04 -2.31 2.15
H 1.05 -3.59 2.74
H -0.24 -3.94 1.55
H 2.93 -3.98 -0.46
H 1.49 -4.94 -0.04
H 2.74 -4.61 1.19

***

Record 3
73
Properties=species:S:1:pos:R:3 method="wB97M-V/def2-TZVPD" energy_ha=-1803.148715 total_charge=-1
C -5.74 4.76 -0.92
C -4.60 4.10 -0.13
C -5.20 4.97 -2.36
C -3.68 4.97 -2.20
H -5.58 5.93 -2.72
H -5.56 4.18 -3.03
C -3.34 4.74 -0.70
H -4.62 3.02 -0.34
H -4.73 4.26 0.95
C -2.09 3.88 -0.65
H -3.15 5.70 -0.20
H -3.27 5.95 -2.51
C -2.83 3.86 -2.92
C -7.07 4.03 -0.83
C -6.17 6.07 -0.25
O -6.35 7.13 -0.83
O -7.23 2.91 -0.41
O -8.09 4.85 -1.16
O -6.45 5.90 1.05
C -7.12 7.01 1.66
H -7.28 6.72 2.70
H -8.08 7.18 1.17
H -6.51 7.92 1.61
C -9.37 4.24 -0.99
H -9.44 3.31 -1.57
H -10.10 4.97 -1.35
H -9.54 4.01 0.07
O -1.85 3.31 -1.94
H -2.19 3.06 0.08
H -1.21 4.48 -0.39
C -2.09 4.50 -4.10
C -3.63 2.65 -3.43
H -4.32 2.95 -4.23
H -4.18 2.19 -2.60
H -2.92 1.90 -3.83
H -1.37 3.81 -4.57
H -1.57 5.42 -3.78
H -2.83 4.79 -4.86
Hf 0.46 -0.20 -0.01
C 2.36 1.12 0.92
C 1.40 2.00 0.34
C 0.18 1.87 1.09
H 1.58 2.72 -0.47
C 0.39 0.88 2.11
C 1.73 0.41 2.00
H 2.24 -0.26 2.69
H 3.41 1.02 0.66
H -0.68 2.53 1.00
H -0.28 0.64 2.93
C -1.32 -1.91 -0.94
C -0.80 -2.48 0.25
C -0.99 -1.55 1.33
H -0.41 -3.49 0.39
C -1.72 -0.42 0.80
C -1.87 -0.62 -0.63
H -2.44 0.01 -1.31
H -1.40 -2.41 -1.91
H -0.80 -1.77 2.37
H -2.26 0.32 1.39
C 2.40 -3.70 1.74
Si 2.99 -2.69 0.27
C 4.58 -1.82 0.76
C 3.33 -3.80 -1.18
O 1.85 -1.53 -0.15
H 3.13 -4.46 2.07
H 1.47 -4.23 1.52
H 2.22 -3.05 2.61
H 5.35 -2.56 1.03
H 4.98 -1.20 -0.06
H 4.41 -1.17 1.62
H 2.44 -4.36 -1.49
H 3.71 -3.25 -2.05
H 4.10 -4.53 -0.88

***

Record 4
78
Properties=species:S:1:pos:R:3 method="wB97M-V/def2-TZVPD" e_above_lowest_ev=0.4921
C 2.99 -0.79 -1.96
C 3.40 -1.93 -2.80
N 3.76 -2.79 -3.46
H 3.03 0.12 -2.55
H 3.79 -0.73 -1.22
H 2.03 -0.96 -1.49
C -2.01 -3.67 1.67
C -0.94 -4.54 2.12
N -0.15 -5.27 2.51
H -2.51 -3.25 2.54
H -2.76 -4.21 1.08
H -1.69 -2.90 0.96
C -1.40 3.42 -1.92
C -2.22 2.21 -2.02
N -2.81 1.23 -2.10
H -0.61 3.22 -1.20
H -2.02 4.21 -1.51
H -1.03 3.72 -2.90
C -4.18 1.82 1.72
C -2.78 1.83 2.16
N -1.68 1.90 2.50
H -4.73 2.51 2.36
H -4.64 0.84 1.83
H -4.19 2.22 0.71
C -3.01 -0.90 4.65
C -3.46 0.44 5.01
N -3.81 1.49 5.29
H -2.26 -1.23 5.37
H -2.60 -1.00 3.65
H -3.83 -1.60 4.79
C -0.88 -3.49 -4.02
C -0.72 -3.42 -2.58
N -0.58 -3.42 -1.44
H -1.07 -4.53 -4.28
H 0.00 -3.08 -4.52
H -1.75 -2.89 -4.31
C 1.52 -2.40 1.65
C 2.65 -3.14 1.07
N 3.53 -3.73 0.63
H 0.75 -2.33 0.88
H 1.87 -1.43 1.99
H 1.18 -2.96 2.52
C 0.15 1.67 -5.19
C 0.16 0.67 -4.14
N 0.12 -0.10 -3.29
H -0.85 2.12 -5.28
H 0.42 1.33 -6.19
H 0.82 2.51 -5.00
C 3.22 3.48 -1.13
C 2.18 4.50 -1.33
N 1.33 5.25 -1.48
H 3.06 3.10 -0.12
H 4.22 3.92 -1.17
H 3.13 2.74 -1.91
C 2.07 2.91 3.44
C 1.55 4.25 3.21
N 1.24 5.34 2.99
H 2.35 2.46 2.49
H 1.40 2.25 3.98
H 3.02 2.99 3.97
C 4.98 0.49 1.67
C 5.22 -0.59 2.64
N 5.40 -1.43 3.39
H 5.86 0.67 1.07
H 4.77 1.37 2.28
H 4.15 0.28 1.00
C -3.47 -1.79 -1.12
C -3.99 -1.82 -2.50
N -4.33 -1.88 -3.59
H -2.45 -1.44 -1.23
H -3.47 -2.81 -0.74
H -4.05 -1.20 -0.43
C -0.85 -0.18 0.01
C 0.48 0.39 0.17
N 1.53 0.87 0.22
H -0.78 -0.95 -0.76
H -1.55 0.59 -0.32
H -1.18 -0.56 0.98

***

Record 5
77
Properties=species:S:1:pos:R:3 method="wB97M-V/def2-TZVPD" total_charge=-1 e_above_lowest_ev=0.0000
C -3.59 0.81 -0.37
C -2.77 -0.01 0.01
C -1.66 -1.16 -0.11
N -2.29 -2.47 -0.38
C -3.58 -2.39 -1.09
C -3.91 -3.86 -1.68
O -1.27 -1.31 1.28
B 0.21 -1.28 1.51
C 0.67 -2.74 2.11
C 1.98 -3.36 1.40
C 3.12 -3.78 2.46
S 4.80 -3.32 1.76
C 0.41 -0.14 2.73
C 1.60 0.85 2.46
C 2.93 0.32 2.00
C 4.11 1.19 1.68
C 3.95 2.67 1.81
C 2.64 3.21 2.31
C 1.46 2.36 2.64
O 0.68 -0.87 0.19
C -0.28 -0.78 -0.88
C -0.17 0.72 -1.43
C -0.06 1.81 -0.27
C -0.45 3.22 -0.95
C -1.91 3.65 -0.53
O -2.13 3.80 0.66
O -2.96 3.81 -1.46
C -2.54 4.52 -2.65
C -2.28 3.50 -3.85
C -0.06 -1.84 -2.06
S 1.57 -1.69 -2.91
C 1.45 -0.58 -4.37
C 0.54 -1.12 -5.56
H -4.40 1.52 -0.68
H -2.35 -3.05 0.45
H -4.47 -2.16 -0.41
H -3.56 -1.71 -2.00
H -5.04 -3.87 -1.81
H -3.45 -4.03 -2.70
H -3.68 -4.67 -0.93
H -0.14 -3.54 2.01
H 0.92 -2.72 3.23
H 1.71 -4.30 0.84
H 2.48 -2.65 0.69
H 3.02 -3.20 3.43
H 3.10 -4.90 2.68
H 5.27 -2.29 2.57
H -0.57 0.46 2.74
H 0.49 -0.61 3.75
H 3.06 -0.80 1.89
H 5.05 0.69 1.34
H 4.82 3.32 1.53
H 2.55 4.33 2.40
H 0.46 2.76 2.98
H -1.06 0.86 -2.12
H 0.76 0.86 -2.08
H -0.69 1.57 0.63
H 1.04 1.90 -0.03
H 0.29 3.98 -0.52
H -0.28 3.22 -2.07
H -3.41 5.17 -2.97
H -1.65 5.20 -2.48
H -1.76 4.00 -4.73
H -3.26 3.11 -4.24
H -1.65 2.61 -3.55
H -0.07 -2.88 -1.60
H -0.94 -1.78 -2.77
H 1.11 0.48 -4.15
H 2.50 -0.48 -4.79
H 0.38 -2.24 -5.57
H 1.04 -0.80 -6.54
H -0.45 -0.55 -5.55
C 0.55 0.78 7.02
Br 1.20 1.53 5.36
Br -1.37 0.52 6.99
Br 1.48 -0.86 7.49
H 0.76 1.50 7.80

***

Record 6
72
Properties=species:S:1:pos:R:3 method="wB97M-V/def2-TZVPD" s_squared=15.76 total_charge=+2 e_above_lowest_ev=1.4132 multiplicity=8
N -4.27 6.02 -2.80
C -3.83 6.24 -1.56
C -2.81 5.49 -0.98
C -2.21 4.43 -1.72
C -2.66 4.26 -3.05
C -3.70 5.06 -3.53
C -1.34 3.46 -1.06
Eu 1.19 2.91 -0.90
P 3.98 1.27 0.04
C -0.96 2.25 -1.66
C -0.95 0.98 -0.95
C -0.30 -0.11 -1.58
C -0.21 -1.33 -0.98
C -0.64 -1.56 0.41
C -1.57 -0.50 0.88
C -1.65 0.73 0.27
Br 0.99 -1.44 1.56
H -1.32 3.52 0.04
H -0.76 2.18 -2.74
H -2.52 5.67 0.05
H -2.28 3.46 -3.69
H -4.34 7.02 -0.98
H -4.12 4.90 -4.52
H 0.11 0.05 -2.59
H -2.28 1.53 0.69
H 0.38 -2.12 -1.45
H -2.11 -0.68 1.81
P -1.31 -3.27 0.66
C 2.93 2.22 1.24
C 3.20 3.73 1.04
H 3.20 1.90 2.25
H 1.87 1.89 1.19
H 2.33 4.34 1.32
H 4.03 4.02 1.70
H 3.53 4.00 0.02
C 2.88 0.23 -1.01
C 3.64 -0.97 -1.61
H 2.48 0.85 -1.84
H 2.06 -0.14 -0.38
H 3.07 -1.38 -2.45
H 4.63 -0.67 -1.99
H 3.79 -1.78 -0.89
C 4.41 -0.04 1.30
C 5.71 0.20 2.06
H 4.46 -1.01 0.79
H 3.58 -0.11 2.02
H 5.76 -0.48 2.92
H 6.59 -0.01 1.43
H 5.80 1.23 2.45
C -1.52 -3.48 2.44
C -1.82 -4.91 2.87
H -2.31 -2.79 2.77
H -0.59 -3.12 2.91
H -2.77 -5.28 2.45
H -1.01 -5.59 2.56
H -1.90 -4.96 3.96
C -0.08 -4.38 -0.05
C -0.28 -4.77 -1.52
H -0.06 -5.28 0.57
H 0.90 -3.88 0.09
H -1.15 -5.43 -1.65
H -0.40 -3.90 -2.18
H 0.60 -5.32 -1.87
C -2.89 -3.39 -0.22
C -4.11 -2.85 0.52
H -3.01 -4.46 -0.45
H -2.75 -2.86 -1.18
H -4.10 -1.75 0.59
H -5.01 -3.14 -0.03
H -4.19 -3.26 1.53
O -0.13 3.16 2.89
C 0.08 3.20 1.76

***

no.,strongest force on any atom (eV/A)
1,6.10
2,0.25
3,4.40
4,1.52
5,4.43
6,4.32